# 1
9
Properties=species:S:1:pos:R:3:forces:R:3:mulliken_charge:R:1 method="wB97M-V/def2-TZVPD" e_above_lowest_kj_mol=665.02 e_lumo_ev="-4.34 / -3.63" max_force_ha_per_bohr=0.09127 molar_mass_g_mol=110.0 multiplicity=1 homo_energy_ev="-11.04 / -11.12"
P -0.762 0.686 -0.019 1.8 2.9 -3.3 0.934
O -0.820 -1.156 0.517 -2.2 -4.0 -0.5 0.110
O -1.072 1.448 1.177 -0.3 -0.6 1.0 -0.567
O -1.195 -2.143 -0.163 0.7 2.4 1.3 -0.031
O -1.179 1.071 -1.389 -0.3 -1.4 1.0 -0.574
C 1.043 0.090 -0.050 0.1 0.5 -1.4 -0.761
H 1.171 0.307 0.995 1.1 0.2 0.4 0.338
H 1.627 0.689 -0.844 -1.0 -0.7 1.6 0.286
H 1.186 -0.991 -0.225 0.0 0.8 -0.1 0.265

***

# 2
9
Properties=species:S:1:pos:R:3:forces:R:3:mulliken_charge:R:1 method="wB97M-V/def2-TZVPD" e_above_lowest_kj_mol=107.18 e_lumo_ev=0.79 max_force_ha_per_bohr=0.11119 molar_mass_g_mol=110.0 multiplicity=1 homo_energy_ev=-11.15
P 0.330 0.288 1.093 5.6 -0.8 1.1 0.716
O 1.791 -0.002 1.158 -1.8 0.6 0.3 -0.607
O 0.036 -0.556 -1.771 -1.8 1.0 1.0 -0.482
O -0.473 -0.929 0.460 -1.7 1.5 -0.4 -0.327
O -0.099 1.170 -0.171 -0.8 -0.1 0.7 -0.292
C -0.705 -0.011 -0.670 1.8 -2.1 -3.1 0.258
H -1.730 0.196 -0.966 0.0 -0.5 0.1 0.294
H 0.893 -0.903 -1.472 -0.3 0.3 0.3 0.331
H -0.041 0.746 2.339 -1.0 0.2 0.0 0.109

***

# 3
9
Properties=species:S:1:pos:R:3:forces:R:3:mulliken_charge:R:1 method="wB97M-V/def2-TZVPD" e_above_lowest_kj_mol=718.27 e_lumo_ev="-4.33 / -2.45" max_force_ha_per_bohr=0.06491 molar_mass_g_mol=110.0 multiplicity=1 homo_energy_ev="-11.34 / -11.19"
P 1.968 -0.576 -0.058 -1.7 -2.8 -0.3 1.006
O 2.150 -1.791 0.760 0.1 1.1 -0.5 -0.587
O 1.993 0.834 0.876 0.9 -0.4 2.4 0.086
O 2.330 -0.195 -1.420 0.6 -0.6 -0.4 -0.508
O 2.540 1.671 0.155 1.0 3.0 -0.6 -0.141
C 0.119 0.059 -0.050 -2.3 1.1 1.8 -0.716
H -0.462 -0.656 -0.675 0.7 0.6 0.1 0.316
H -0.365 0.104 1.034 1.4 -0.4 -2.2 0.275
H 0.232 1.138 -0.373 -0.6 -1.6 -0.3 0.270